# 1
# C19H42P2RuSi

A structure of composition C19H42P2RuSi at a distorted geometry (ωB97M-V/def2-TZVPD, the Open Molecules 2025 dataset).

Geometry as XYZ:
```
65
Properties=species:S:1:pos:R:3:forces:R:3:lowdin_spin:R:1
P 0.848 3.805 -1.390 -0.72 7.04 -1.27 0.153
P 2.029 1.525 -3.074 4.97 -0.34 -5.30 0.041
C 2.421 4.134 -2.684 0.64 0.67 -1.41 0.325
C 2.324 3.180 -3.848 -0.53 -0.69 -0.85 0.039
H 3.331 4.042 -2.076 -0.32 -0.20 -0.12 0.011
H 2.277 5.182 -3.005 0.09 -0.54 0.45 0.012
H 1.466 3.350 -4.529 0.27 0.47 0.45 0.000
H 3.217 3.107 -4.529 -0.67 0.29 0.86 0.010
C 3.776 1.365 -2.509 0.08 0.10 0.48 0.023
H 4.098 0.318 -2.545 0.02 0.29 0.17 0.002
H 3.844 1.758 -1.482 0.30 -0.27 -0.32 0.003
H 4.391 2.000 -3.176 -0.17 -0.58 0.38 0.003
C 2.031 0.378 -4.523 -0.73 -0.41 -0.08 -0.006
H 2.995 -0.137 -4.682 -0.37 0.34 0.37 0.000
H 1.827 0.969 -5.423 -0.04 -0.10 0.17 0.000
H 1.234 -0.389 -4.446 0.45 0.42 0.02 0.000
C 1.454 5.378 -0.515 0.00 0.20 1.23 0.103
H 0.862 6.229 -0.886 0.16 -0.50 0.04 0.006
H 2.519 5.620 -0.679 -0.67 -0.42 -0.21 0.009
H 1.378 5.396 0.595 -0.26 -0.23 -0.66 0.032
C -0.210 5.012 -2.516 -0.07 -0.13 -1.02 0.033
H -0.639 4.478 -3.373 -0.06 0.00 0.20 0.003
H 0.335 5.878 -2.934 0.10 -0.64 0.28 0.001
H -1.042 5.428 -1.919 0.49 -0.28 -0.30 -0.001
Ru 0.786 1.636 -1.499 -5.56 -3.42 5.98 0.982
C 3.108 5.032 1.584 1.78 -1.34 -0.15 0.723
C 2.672 4.216 2.512 -0.27 -0.08 0.53 0.103
C 1.545 3.220 2.253 0.95 0.28 -0.39 0.060
C 0.102 3.604 2.466 -2.09 0.76 -0.18 0.052
C -0.378 5.008 2.208 1.21 0.13 2.34 0.312
C -1.479 5.340 1.470 -0.76 -2.46 -1.74 0.348
C -1.887 4.363 0.382 -0.39 0.92 -0.62 0.095
C -1.001 3.536 -0.605 -0.28 -1.76 -0.07 0.200
C -1.045 0.588 -0.468 -0.61 -1.09 0.11 0.140
H 4.060 5.256 1.070 -0.82 0.77 0.89 0.040
H 3.140 4.117 3.508 0.00 0.18 -0.41 0.034
H 1.728 2.376 2.920 0.05 -0.19 -0.39 0.001
H 1.591 2.919 1.196 0.30 -0.21 0.35 0.006
H -0.559 2.969 1.879 0.27 -0.37 -0.02 0.001
H -0.171 3.339 3.503 0.01 0.65 0.02 0.019
H 0.051 5.786 2.851 0.22 -0.05 -0.31 0.017
H -2.243 6.085 1.698 0.66 0.31 0.16 0.013
H -2.696 4.857 -0.173 0.26 -0.18 -0.09 0.001
H -2.399 3.542 0.917 -0.21 0.29 0.39 0.044
H -0.954 2.487 -0.248 0.11 0.95 0.46 0.010
H -1.615 3.350 -1.534 0.59 0.57 0.88 0.003
H -1.393 -0.306 -1.000 0.51 0.20 0.21 0.004
H -2.004 1.113 -0.304 0.42 0.35 -0.47 0.005
H -0.736 0.298 0.552 0.15 0.08 -0.53 0.013
C -0.172 -1.926 -2.257 -0.01 0.35 -0.29 -0.001
Si 0.933 -1.788 -0.727 -0.41 -1.03 -0.20 0.001
C 0.093 -2.493 0.810 0.00 0.43 0.32 0.000
C 2.376 -2.939 -1.006 0.29 0.19 -0.04 -0.002
C 1.620 -0.008 -0.455 0.52 0.66 1.02 -0.035
H -1.030 -2.593 -2.101 0.22 0.08 0.03 0.000
H 0.403 -2.318 -3.105 -0.08 -0.06 0.19 0.000
H -0.571 -0.954 -2.571 0.05 -0.27 -0.10 -0.001
H -0.400 -3.456 0.618 0.17 0.24 -0.23 0.000
H 0.856 -2.692 1.575 -0.08 0.08 -0.12 0.000
H -0.652 -1.838 1.269 -0.01 -0.07 -0.04 0.001
H 2.415 -3.295 -2.041 0.12 0.06 0.19 0.000
H 3.307 -2.412 -0.770 0.10 -0.30 -0.06 0.000
H 2.293 -3.809 -0.341 0.07 0.20 -0.17 0.000
H 1.331 0.347 0.567 0.17 -0.42 -0.56 0.003
H 2.731 0.006 -0.462 -0.60 0.08 -0.42 0.005
```
Positions in Å, forces in eV/Å.

Output
Energy relative to the best compared isomer or geometry (same formula, charge and spin) ... 139.75 kcal/mol
Total energy ... -49392.6237 eV
E_LUMO (alpha / beta) ... -0.280 / -0.382 Ha
2S+1 ... 5
HOMO-LUMO gap (alpha / beta) ... 6.371 / 4.014 eV
Total charge ... +2
Highest occupied orbital energy (alpha / beta) ... -13.98 / -14.40 eV
Expectation value of S² ... 6.090



# 2
# C4H6O2

A cluster of 2 separate species, C4H6O2 in total (ωB97M-V/def2-TZVPD, the Open Molecules 2025 dataset).

Geometry as XYZ:
```
12
Properties=species:S:1:pos:R:3:forces:R:3:mulliken_charge:R:1
C 0.567 1.200 -0.372 -0.08 0.23 0.22 -0.052
C 0.299 1.255 0.893 0.00 0.31 -0.17 -0.714
C 1.508 0.448 0.513 0.37 -0.18 0.04 -0.288
H 0.370 1.493 -1.388 -0.02 -0.03 0.13 0.315
H -0.293 1.679 1.687 0.06 -0.08 -0.03 0.394
H 1.484 -0.645 0.534 -0.07 0.15 -0.01 0.156
H 2.502 0.861 0.680 -0.04 -0.06 0.04 0.217
O -0.634 -0.888 -1.623 -0.32 -0.33 0.23 -0.452
C -1.375 -1.455 -0.863 0.07 -0.02 -0.35 0.182
O -1.469 -1.231 0.449 0.08 0.10 -0.07 -0.440
H -2.080 -2.241 -1.167 0.03 0.01 0.03 0.355
H -0.878 -0.478 0.656 -0.07 -0.09 -0.05 0.327
```
Positions in Å, forces in eV/Å.

Output
Energy relative to the best compared isomer or geometry (same formula, charge and spin) ... 69.14 kcal/mol
Total energy ... -8337.4630 eV
E_LUMO ... 0.037 Ha
HOMO-LUMO gap ... 10.654 eV
Highest occupied orbital energy ... -9.64 eV



# 3
# C27H40N3O2P3Pd

A structure of composition C27H40N3O2P3Pd at a distorted geometry (ωB97M-V/def2-TZVPD, the Open Molecules 2025 dataset).

Geometry as XYZ:
```
76
Properties=species:S:1:pos:R:3:forces:R:3:lowdin_spin:R:1
P 3.639 -0.356 -0.631 -0.57 -0.01 0.50 0.137
C 4.253 -0.551 1.038 0.62 -0.15 0.44 0.053
H 5.355 -0.549 1.032 -0.32 -0.04 0.12 0.010
H 3.889 -1.492 1.479 0.12 0.23 -0.28 0.000
H 3.890 0.274 1.671 0.21 -0.13 -0.31 0.002
C 3.253 -1.917 -1.439 -0.30 -0.15 -0.10 0.004
H 3.147 -1.756 -2.521 0.14 -0.03 0.35 0.002
H 2.305 -2.324 -1.060 0.32 0.06 0.00 0.001
H 4.068 -2.636 -1.254 -0.21 0.26 -0.05 0.000
C 4.693 0.595 -1.728 -0.14 0.50 0.06 0.005
H 5.641 0.054 -1.880 -0.28 0.11 0.16 -0.001
H 4.890 1.591 -1.306 0.09 -0.29 -0.07 0.001
H 4.195 0.729 -2.700 0.12 -0.13 0.33 0.003
P -0.829 2.978 -1.740 -0.19 -0.03 -0.12 0.005
C -0.874 3.529 0.000 0.20 -0.30 0.17 0.002
H -1.093 4.603 0.042 0.02 -0.29 0.06 0.000
H 0.097 3.327 0.459 -0.09 0.18 0.08 0.000
H -1.636 2.959 0.540 0.08 0.21 -0.03 0.000
C 0.184 4.323 -2.453 0.09 -0.34 -0.05 0.000
H 0.193 4.228 -3.543 0.07 0.21 0.09 0.000
H 1.209 4.216 -2.078 -0.13 0.14 -0.15 0.000
H -0.210 5.302 -2.158 0.09 -0.17 -0.16 0.000
C -2.535 3.445 -2.221 0.21 -0.29 -0.13 0.001
H -2.667 4.533 -2.208 -0.05 -0.24 0.01 0.000
H -3.222 2.971 -1.510 0.01 0.16 -0.20 0.000
H -2.738 3.053 -3.221 -0.19 0.20 0.05 0.000
P -2.868 -2.227 -0.648 0.08 0.06 0.80 0.126
C -3.579 -2.473 0.968 -0.46 -0.43 0.30 0.049
H -4.304 -3.297 0.920 0.11 0.16 0.18 0.010
H -4.088 -1.558 1.300 0.04 -0.26 -0.17 0.002
H -2.785 -2.720 1.684 -0.16 0.04 -0.22 0.000
C -4.034 -2.406 -1.991 -0.20 0.53 -0.17 0.002
H -4.501 -3.399 -1.903 0.12 0.25 0.06 0.000
H -3.517 -2.340 -2.960 -0.15 -0.02 0.34 0.001
H -4.808 -1.629 -1.937 0.10 -0.26 -0.05 0.001
C -1.520 -3.359 -0.967 0.31 0.04 0.10 0.002
H -1.964 -4.334 -1.221 0.15 0.24 0.04 0.000
H -0.903 -3.447 -0.068 -0.16 -0.05 -0.24 0.000
H -0.908 -2.988 -1.803 -0.23 -0.14 0.19 0.001
Pd -0.200 0.272 -3.068 -0.75 2.24 8.31 0.734
C 1.997 0.492 -0.567 -0.37 0.28 -1.76 0.483
O 1.018 0.843 -0.030 1.23 -0.42 0.65 0.290
C -2.155 -0.540 -0.678 0.94 0.87 -1.41 0.476
O -1.900 0.462 -0.122 -1.03 -1.20 0.27 0.282
C -1.469 0.014 -4.711 -1.36 0.30 -1.05 0.079
C -0.865 -1.198 -4.385 -0.36 -2.19 -0.64 0.051
C 0.525 -1.273 -4.286 0.95 -2.34 -0.47 0.023
C 1.312 -0.128 -4.450 1.24 -0.44 -0.56 0.080
C 0.698 1.084 -4.763 0.92 2.07 -1.83 0.038
C -0.686 1.155 -4.892 -0.63 1.81 -2.51 0.015
H -2.547 0.091 -4.727 -0.04 0.04 -0.07 0.009
H -1.465 -2.061 -4.111 0.07 0.03 -0.46 0.004
H 0.999 -2.199 -3.983 -0.06 -0.08 -0.29 0.000
H 2.378 -0.162 -4.235 -0.18 -0.02 -0.28 0.010
H 1.288 2.001 -4.799 -0.13 -0.30 -0.23 0.004
H -1.169 2.113 -5.067 0.12 -0.19 -0.21 0.000
N -0.459 1.670 9.693 0.18 -0.42 -1.24 0.247
C -0.308 1.280 8.599 -0.02 -0.04 -0.07 0.034
C -0.129 0.783 7.259 -0.31 0.71 1.82 0.188
C -0.894 1.306 6.204 -0.64 0.17 -2.05 0.051
C -0.738 0.797 4.912 -0.74 1.22 1.42 0.051
C 0.189 -0.232 4.690 -0.04 -0.63 -1.10 0.170
C 0.981 -0.731 5.728 0.33 0.21 1.88 0.046
C 0.808 -0.230 7.019 1.22 -1.47 -1.26 0.055
N 0.283 -0.823 3.421 0.33 0.07 0.26 0.075
C 1.110 -1.885 3.039 -0.09 -0.24 -0.81 -0.003
C 0.777 -2.177 1.737 0.35 0.30 1.52 0.032
N -0.233 -1.349 1.315 -0.60 1.27 0.71 0.028
C -0.488 -0.518 2.315 0.25 -1.32 -0.90 0.030
H -1.611 2.106 6.396 0.21 -0.26 -0.05 0.000
H -1.343 1.205 4.103 0.19 -0.10 0.37 0.000
H 1.715 -1.510 5.536 -0.20 0.19 0.25 0.000
H 1.406 -0.631 7.836 -0.15 0.12 -0.14 0.000
H 1.836 -2.345 3.686 -0.08 0.04 0.02 -0.001
H 1.217 -2.926 1.094 -0.11 -0.07 0.16 0.001
H -1.196 0.291 2.312 -0.08 -0.06 -0.16 0.001
```
Positions in Å, forces in eV/Å.

Output
Total energy ... -68513.1924 eV
E_LUMO (alpha / beta) ... -0.401 / -0.529 Ha
2S+1 ... 5
HOMO-LUMO gap (alpha / beta) ... 6.637 / 3.144 eV
Total charge ... +4
Highest occupied orbital energy (alpha / beta) ... -17.55 / -17.54 eV
Expectation value of S² ... 6.042